The following is a DFT calculation (wB97M-V/def2-TZVPD) of one molecule with the formula C4H8N4 at a distorted geometry.

As for the structure (SMILES): C1=C\NNCC/N=N/1. The total energy comes out at -376.05416 hartree. The HOMO energy comes out at -8.00 eV. Its energy relative to the best compared isomer or geometry (same formula, charge and spin) is 5.287 eV. The net charge is 0. The value obtained for the molar mass is 112.14 g mol⁻¹.

Last column: Löwdin charge in e.
Atoms and positions in Å:
C -1.000 1.393 0.680  -0.147
C -0.828 1.484 -0.679  -0.156
N -0.284 0.521 -1.496  -0.080
N -0.407 -0.868 -1.171  -0.068
C 0.858 -1.429 -0.521  -0.133
C 1.215 -1.134 1.038  -0.231
N 0.834 0.208 1.225  -0.001
N -0.460 0.242 1.252  -0.016
H -1.428 2.174 1.140  0.047
H -1.380 2.265 -1.273  0.120
H -0.695 0.551 -2.509  0.162
H -1.160 -1.086 -0.585  0.074
H 1.677 -1.203 -1.207  0.093
H 0.643 -2.601 -0.398  0.137
H 0.783 -1.754 1.770  0.079
H 2.308 -0.948 1.276  0.118